The following is a DFT calculation (the ωB97M-V functional and the def2-TZVPD basis) of a structure of composition C39H38ClFFeN5O5.

```
! wB97M-V def2-TZVPD RIJCOSX def2/J DEFGRID3
* xyz 0 2
Fe -1.19408 2.05043 1.96057
O -0.39142 1.95688 0.19166
C 0.87861 2.25837 0.03093
C 1.30902 2.97050 -1.10866
C 2.64230 3.28192 -1.30782
C 3.60609 2.91336 -0.37347
C 3.20197 2.21689 0.75666
C 1.87540 1.87173 0.96874
C 1.50379 0.97991 2.11967
N 0.30084 1.38798 2.78203
C 0.20361 1.06752 4.17758
C -1.28606 0.95031 4.52448
N -1.87625 2.04952 3.80408
C -2.40106 3.05514 4.39163
C -2.56816 4.34231 3.74258
C -3.43077 5.29628 4.29343
C -3.51306 6.57106 3.78298
C -2.68224 6.91846 2.71228
C -1.80234 6.01550 2.16468
C -1.71581 4.69080 2.64400
O -0.83604 3.89820 2.10786
H 0.54869 3.27762 -1.81710
H 2.93391 3.83771 -2.19231
H 4.64683 3.17643 -0.51430
H 3.94317 1.91762 1.49365
H 2.33524 1.00924 2.84190
H 0.64685 1.85229 4.81867
H 0.72010 0.12601 4.41676
H -1.47637 1.02243 5.59794
H -1.69186 0.00540 4.12901
H -2.64916 2.98091 5.45415
H -4.04482 5.00861 5.14076
H -4.19832 7.29409 4.20515
H -2.73132 7.92167 2.30466
H -1.15913 6.28373 1.33690
C -1.96078 0.16023 -4.51257
C -3.10412 -0.54103 -3.78928
N -2.93267 -0.53132 -2.34225
C -3.43956 0.52189 -1.62627
C -3.15873 0.77963 -0.32666
C -3.70334 2.06435 0.29846
O -4.82338 2.43783 -0.06470
O -2.94086 2.60101 1.15231
C -2.31565 -0.12113 0.38970
O -1.84045 0.09143 1.51341
C -1.98559 -1.35153 -0.29892
C -1.32031 -2.34326 0.40920
C -0.75534 -3.38526 -0.25904
F -0.15115 -4.37252 0.43433
C -0.73653 -3.42651 -1.64560
C -1.47840 -2.49801 -2.35476
C -2.16575 -1.48177 -1.68581
N 0.13758 -4.28590 -2.34738
C -0.34204 -5.21259 -3.34579
C 0.63510 -5.10966 -4.54066
N 1.88822 -4.45119 -4.03308
C 2.35856 -5.10559 -2.77260
C 1.33545 -4.74996 -1.67573
H -2.12114 0.13926 -5.59126
H -1.00130 -0.31005 -4.29126
H -1.89673 1.20057 -4.19414
H -3.21885 -1.57526 -4.12135
H -4.04628 -0.03970 -4.00132
H -4.08823 1.20497 -2.16009
H -1.23882 -2.25374 1.48477
H -1.42879 -2.51628 -3.43561
H -1.34501 -4.93248 -3.66480
H -0.38443 -6.24262 -2.96879
H 0.24678 -4.47934 -5.33759
H 0.91567 -6.07855 -4.95127
H 1.63759 -3.49202 -3.78369
H 2.61300 -4.43670 -4.74803
H 3.35473 -4.73959 -2.53720
H 2.40712 -6.17353 -2.97906
H 1.71639 -3.93814 -1.04326
H 1.17513 -5.62698 -1.04693
Cl 1.92763 -1.11425 -1.55817
C 3.09139 -1.21433 -0.26585
C 4.38003 -1.56763 -0.64803
C 5.36711 -1.73483 0.30406
C 5.05725 -1.55262 1.64120
C 3.77592 -1.18734 2.00702
C 2.74752 -0.98583 1.08010
C 1.41764 -0.49141 1.60646
H 4.60311 -1.67824 -1.70097
H 6.37492 -1.99281 0.00180
H 5.82137 -1.67409 2.39816
H 3.55047 -1.02057 3.05404
H 1.10285 -1.12687 2.44341
H 0.63752 -0.51496 0.84965
*
```

HOMO level (alpha / beta): -6.04 / -5.98 eV
Frontier orbital gap (alpha / beta): 4.6 / 4.5 eV
Expectation value of S²: 0.76

The following is a DFT calculation (the ωB97M-V functional and the def2-TZVPD basis) of a structure of composition C21H13Cl3IrN2O5S.

```
! wB97M-V def2-TZVPD RIJCOSX def2/J DEFGRID3
* xyz 2 6
Ir -0.09056 0.46521 -1.57122
O 1.12953 2.32943 -0.02557
S 0.78939 1.58004 1.15153
O 1.76907 0.89531 1.92417
N -0.20212 0.35430 0.39333
C -0.70850 -0.71763 0.99748
C -0.69073 -0.93675 2.39612
C -1.29161 -2.05929 2.93567
C -1.91035 -2.99968 2.13082
C -1.93132 -2.84888 0.71757
C -2.52544 -3.79023 -0.14645
C -2.48467 -3.57653 -1.50060
C -1.84802 -2.43008 -1.98540
N -1.28630 -1.53319 -1.19494
C -1.32700 -1.72051 0.14210
C -0.29108 2.48960 2.17401
C -0.10406 2.46292 3.55054
C -0.94785 3.21800 4.34896
C -1.95880 3.97391 3.76946
C -2.12979 3.99522 2.38943
C -1.28733 3.25603 1.57885
H -0.20558 -0.22293 3.04320
H -1.27572 -2.20334 4.00698
H -2.38034 -3.86987 2.57063
H -3.00520 -4.66985 0.26276
H -2.92969 -4.27245 -2.19686
H -1.79455 -2.23939 -3.05014
H 0.70279 1.88347 3.97964
H -0.80857 3.22296 5.42083
H -2.61387 4.56296 4.39678
H -2.90914 4.60009 1.94784
H -1.38726 3.29300 0.50243
Cl 5.48230 -0.53986 -5.72857
C 4.37022 -0.53651 -4.45899
C 3.03848 -0.12667 -4.72903
C 2.15527 -0.11530 -3.70087
Cl 0.49508 0.34784 -3.96103
C 2.50569 -0.49937 -2.37064
O 1.67274 -0.48862 -1.40913
C 3.87037 -0.91984 -2.14540
Cl 4.30412 -1.37158 -0.57418
C 4.77276 -0.93196 -3.17887
H 2.76354 0.16291 -5.73400
H 5.79600 -1.23720 -3.01072
O -1.93339 1.51703 -1.61632
O -1.35849 2.24726 -2.44221
*
```

Energy relative to the best compared isomer or geometry (same formula, charge and spin): 10.0 kcal per mole
HOMO level (alpha / beta): -14.59 / -14.92 eV
Frontier orbital gap (alpha / beta): 8.2 / 5.8 eV
Expectation value of S²: 8.84

The following is a DFT calculation (the ωB97M-V functional and the def2-TZVPD basis) of the molecule C11H15Cl2F.

```
! wB97M-V def2-TZVPD RIJCOSX def2/J DEFGRID3
* xyz 0 1
F -2.08649 1.84440 0.09834
C -2.07332 0.50643 0.13884
Cl -3.64559 -0.24577 -0.07931
C -0.57637 -0.17256 -0.75867
C 0.09177 0.87561 -1.58062
C 1.51420 1.14629 -1.29797
C 1.81590 1.78631 0.06958
C 1.65279 0.76223 1.29739
C 0.14057 0.80671 1.64084
C -0.70771 -0.11424 0.72824
C -0.91238 -1.54867 1.22912
C -1.07087 -2.42289 -0.00665
Cl -0.05179 -3.92146 0.08048
C -0.61884 -1.57585 -1.21361
H -0.43487 1.77346 -1.42299
H -0.05025 0.41612 -2.58705
H 1.91530 1.81190 -2.15218
H 2.19000 0.18983 -1.24918
H 2.76051 2.22218 -0.00444
H 1.03303 2.51855 0.09081
H 1.92649 -0.24136 0.83739
H 2.26538 1.08317 2.17313
H -0.04778 0.33951 2.58170
H -0.03462 1.88044 1.59402
H -1.95507 -1.51744 1.71033
H -0.10780 -1.89735 1.82697
H -2.05919 -2.87926 -0.07647
H 0.41446 -1.73851 -1.59154
H -1.28744 -1.68778 -2.07652
*
```

HOMO level: -8.20 eV
Frontier orbital gap: 8.9 eV
Structure (SMILES): F[C@@]1(Cl)[C@@]23CCCCC[C@@]12C[C@H](Cl)C3

The following is a DFT calculation (the ωB97M-V functional and the def2-TZVPD basis) of a cluster of 2 separate species, C4H12N2O in total.

```
! wB97M-V def2-TZVPD RIJCOSX def2/J DEFGRID3
* xyz 0 1
C -0.82901 1.15646 1.07012
C -1.30139 -0.13285 0.35547
C -0.55742 -0.66222 -0.87096
N 0.05919 -1.80356 -0.43403
C -0.37469 0.16175 -1.93188
N 0.63927 1.28345 -1.90097
H -1.67308 1.81218 1.38932
H -0.25535 0.98816 2.08411
H -0.09474 1.85016 0.46634
H -1.51614 -0.98184 1.04027
H -2.34366 0.06001 -0.08831
H 0.51724 -1.58274 0.50986
H -0.69623 -2.53033 -0.32441
H -1.07969 0.28035 -2.71883
H 1.00161 1.39823 -2.80568
H 1.43271 0.88135 -1.32562
O 2.14816 -1.01557 1.77017
H 3.13324 -0.88621 1.55592
H 1.78997 -0.27679 2.15911
*
```

Energy relative to the best compared isomer or geometry (same formula, charge and spin): 152.3 kcal per mole
HOMO level: -6.32 eV
Frontier orbital gap: 6.4 eV
Structure (SMILES): CC/C(N)=C/N.O

The following is a DFT calculation (the ωB97M-V functional and the def2-TZVPD basis) of the molecule C24H27N3O2S.

```
! wB97M-V def2-TZVPD RIJCOSX def2/J DEFGRID3
* xyz 0 1
C 3.25217 0.42797 2.62872
O 3.41222 -0.64918 1.74012
C 2.29419 -1.23202 1.20939
C 0.99897 -0.87248 1.55249
C -0.09232 -1.50390 0.98032
C 0.07833 -2.51462 0.05084
C -1.09183 -3.09136 -0.69275
C -1.25021 -2.36222 -2.04360
N -1.42232 -0.93675 -1.87854
C -2.76975 -0.42514 -1.72810
C -3.27250 -0.38435 -0.30339
C -4.11291 -1.36371 0.21363
C -4.50153 -1.27679 1.54066
C -4.04393 -0.21562 2.30663
C -3.22090 0.71900 1.69991
N -2.85105 0.63837 0.43361
C -0.31766 -0.12794 -1.79162
S 1.06828 -0.52085 -2.60796
N -0.48597 1.02369 -1.10655
C 0.45138 2.01366 -0.78784
C 1.80627 1.74640 -0.62869
C 2.68106 2.75381 -0.26553
C 2.21246 4.03610 -0.04547
C 0.86211 4.30347 -0.19524
C -0.03212 3.31253 -0.56654
C -1.48802 3.62907 -0.74563
C 1.37251 -2.89183 -0.27787
C 2.48060 -2.26873 0.27222
O 3.70671 -2.73905 -0.11552
C 4.64613 -1.78421 -0.57218
H 2.73073 0.12218 3.54194
H 2.71671 1.26026 2.15978
H 4.26172 0.74703 2.88492
H 0.82456 -0.08364 2.26698
H -1.08560 -1.19314 1.26932
H -2.00307 -2.98100 -0.10194
H -0.93251 -4.15092 -0.89704
H -0.34790 -2.51978 -2.63839
H -2.10634 -2.76435 -2.59167
H -2.80650 0.58711 -2.14516
H -3.43019 -1.06272 -2.32327
H -4.45538 -2.17448 -0.41139
H -5.14993 -2.02588 1.97076
H -4.31929 -0.11477 3.34415
H -2.83498 1.57061 2.24505
H -1.38178 1.14316 -0.63093
H 2.17250 0.74670 -0.78642
H 3.73119 2.52914 -0.15103
H 2.89173 4.82590 0.23903
H 0.49468 5.30620 -0.02695
H -1.81919 3.34414 -1.74414
H -1.66095 4.69465 -0.61774
H -2.10108 3.09250 -0.02137
H 1.54919 -3.67006 -1.00415
H 5.01389 -1.15297 0.23921
H 5.46905 -2.36215 -0.99009
H 4.20837 -1.15700 -1.35500
*
```

Energy relative to the best compared isomer or geometry (same formula, charge and spin): 46.4 kcal per mole
HOMO level: -7.52 eV
Frontier orbital gap: 7.9 eV
Structure (SMILES): COc1ccc(CCN(Cc2ccccn2)C(=S)Nc2ccccc2C)cc1OC

The following is a DFT calculation (the ωB97M-V functional and the def2-TZVPD basis) of the molecule C4H9FN2O.

```
! wB97M-V def2-TZVPD RIJCOSX def2/J DEFGRID3
* xyz 0 1
C 1.67662 1.00921 -0.80327
N 2.26573 0.03271 -0.09473
N 1.25402 -0.70593 0.67736
C -0.01046 -0.71438 0.40125
C -0.74697 -0.73683 -0.92723
O -2.05398 -0.39647 -0.51911
C -0.60158 0.40929 1.25683
F -1.34477 1.32568 0.26313
H 0.69223 1.27139 -0.72059
H 2.37747 1.72485 -1.18588
H 1.59892 -1.57573 1.09225
H -0.67929 -1.72473 0.73130
H -0.46511 -1.64094 -1.36505
H -0.49055 0.00331 -1.76344
H -2.25621 0.50800 -0.75629
H 0.28532 0.90493 1.72072
H -1.50137 0.30563 1.99275
*
```

Energy relative to the best compared isomer or geometry (same formula, charge and spin): 119.4 kcal per mole
HOMO level: -8.91 eV
Frontier orbital gap: 9.7 eV
Structure (SMILES): C=NN[C@H](CO)CF

Calculated molar mass in order - 767.1; 704.0; 237.1; 104.2; 421.6; 120.1 g mol⁻¹
Calculated total energy in order - -108374.2339; -86425.3262; -39410.2607; -9364.5879; -44726.5971; -12033.2047 eV